Molecular formula: C21H46FN3O8S
Method: DFT, ωB97M-V/def2-TZVPD

Computed properties:
Frontier orbital gap ... 10.10 eV
Highest occupied orbital energy ... -9.610 eV
SMILES string ... CC(=O)OCCCCCCN(CCCCOC=O)S(=O)(=O)F.COC[C@@H](C)N.COC[C@@H](C)N
LUMO ... 0.49 eV

Each line ends with the Mulliken charge.
Element x y z (Å)
C (6.74752, -1.27921, 3.95932)  -1.04
C (6.36529, -0.29889, 2.89711)  0.70
O (7.15207, 0.13005, 2.09910)  -0.55
O (5.07111, 0.05768, 2.90545)  -0.29
C (4.48430, 0.28049, 1.60302)  -0.78
C (2.99128, -0.01055, 1.69355)  1.12
C (2.10034, 1.09611, 1.13004)  -1.44
C (0.63265, 0.63414, 1.04255)  1.21
C (-0.22812, 1.10878, 2.22269)  -1.13
C (-1.22111, 0.05722, 2.71506)  -1.05
N (-0.59196, -1.24557, 3.04073)  0.71
C (-1.32149, -2.42915, 2.52538)  -1.94
C (-0.60642, -3.10247, 1.36473)  1.12
C (0.63812, -3.89068, 1.78424)  -0.58
C (1.36457, -4.46222, 0.56577)  -0.68
O (2.66314, -3.85234, 0.35619)  -0.40
C (2.69287, -2.94463, -0.62631)  0.59
O (3.64188, -2.75043, -1.31696)  -0.54
S (-0.21296, -1.42152, 4.61628)  1.01
O (0.44797, -2.66395, 4.81138)  -0.56
O (-1.26532, -1.03580, 5.49258)  -0.63
F (0.86140, -0.29941, 4.68144)  -0.19
H (7.60103, -1.83535, 3.58159)  0.34
H (5.94216, -1.96553, 4.20735)  0.30
H (7.05451, -0.77256, 4.87331)  0.27
H (4.95849, -0.41692, 0.91312)  0.42
H (4.69937, 1.28666, 1.24711)  0.32
H (2.72143, -0.23013, 2.72757)  0.00
H (2.78121, -0.91723, 1.12576)  -0.62
H (2.16943, 1.99155, 1.74737)  0.31
H (2.44428, 1.32231, 0.11922)  0.47
H (0.18815, 0.93098, 0.09277)  0.52
H (0.63066, -0.45757, 1.04978)  -0.88
H (-0.84854, 1.93962, 1.87447)  0.37
H (0.37482, 1.50217, 3.03973)  0.53
H (-1.78822, 0.43972, 3.56439)  0.41
H (-1.91855, -0.13509, 1.90673)  0.32
H (-1.44669, -3.16847, 3.31770)  0.69
H (-2.32909, -2.15315, 2.21606)  0.45
H (-1.31876, -3.77681, 0.88254)  0.61
H (-0.29217, -2.36100, 0.62329)  -0.87
H (1.29477, -3.24688, 2.36426)  0.25
H (0.31365, -4.73077, 2.39928)  0.50
H (0.77281, -4.30900, -0.33844)  0.35
H (1.55776, -5.52436, 0.67843)  0.36
H (1.77264, -2.34578, -0.72312)  -0.05
C (-3.49811, -2.38729, -1.84026)  -1.46
C (-3.18302, -0.90354, -1.68729)  0.09
C (-2.02674, -0.41149, -2.56664)  -0.19
O (-0.74055, -0.76690, -2.09349)  -0.29
C (-0.28916, -2.05854, -2.45107)  -0.38
N (-2.93209, -0.60667, -0.27458)  -0.46
H (-2.75087, -3.01269, -1.34976)  0.14
H (-4.46067, -2.61525, -1.38324)  0.38
H (-3.54745, -2.67423, -2.89212)  0.37
H (-4.07355, -0.34644, -1.99344)  0.52
H (-2.04695, 0.68193, -2.56034)  -0.24
H (-2.15433, -0.73363, -3.60888)  0.59
H (-0.63800, -2.34318, -3.44781)  0.37
H (-0.60915, -2.81554, -1.72757)  -0.03
H (0.80106, -2.03370, -2.45896)  0.24
H (-2.81866, 0.39872, -0.16670)  0.33
H (-2.01040, -0.98540, -0.06436)  -0.05
C (-2.21863, 3.34666, -4.36593)  -1.26
C (-2.99076, 3.81721, -3.13795)  0.40
C (-3.56515, 5.23362, -3.27477)  -0.88
O (-2.61809, 6.26949, -3.11903)  -0.38
C (-1.87469, 6.59804, -4.27752)  -0.64
N (-2.13822, 3.67198, -1.95310)  -0.51
H (-1.23760, 3.81440, -4.44470)  0.30
H (-2.05403, 2.27064, -4.31206)  0.19
H (-2.76977, 3.55556, -5.28476)  0.37
H (-3.84554, 3.14505, -3.00945)  0.34
H (-4.29292, 5.38341, -2.47276)  0.37
H (-4.10367, 5.34808, -4.22491)  0.44
H (-2.48086, 6.49596, -5.18253)  0.30
H (-0.97688, 5.98240, -4.37179)  0.23
H (-1.56369, 7.63746, -4.18131)  0.25
H (-2.68173, 3.89000, -1.12259)  0.27
H (-1.43073, 4.40101, -1.98742)  0.26

Molecular formula: C11H15N
Method: DFT, ωB97M-V/def2-TZVPD

Computed properties:
Frontier orbital gap ... 8.77 eV
Highest occupied orbital energy ... -7.850 eV
SMILES string ... Cc1c[nH]c2ccccc12.CC
LUMO ... 0.92 eV

Each line ends with the Mulliken charge.
Element x y z (Å)
C (1.00422, -0.31870, 1.89673)  -0.48
C (2.09503, 0.28627, 2.70652)  -1.08
H (1.47682, -0.43888, 0.89270)  0.07
H (0.75584, -1.33292, 2.12116)  0.38
H (0.06278, 0.21334, 1.90517)  0.25
H (2.71312, 0.89408, 2.06261)  0.30
H (1.71471, 0.89463, 3.57520)  0.27
H (2.64881, -0.36086, 3.38505)  0.29
C (-1.50585, 2.53236, -1.13414)  -1.31
C (0.30248, -0.66989, -1.22141)  -0.78
C (-0.84129, 0.09673, -0.89937)  1.44
C (-0.52530, 1.43895, -1.31936)  0.69
C (0.68058, 1.44511, -1.89364)  -0.84
C (0.24208, -2.02498, -0.97507)  -0.55
C (-0.93644, -2.58523, -0.46451)  -0.31
C (-1.89771, -0.46439, -0.20397)  -0.20
C (-1.99859, -1.84304, -0.00428)  -0.94
N (1.28171, 0.18919, -1.74765)  -0.04
H (2.02875, -0.16444, -2.31931)  0.24
H (0.93531, -2.86828, -1.22166)  0.27
H (1.23574, 2.20850, -2.41307)  0.45
H (-0.94775, -3.67608, -0.52896)  0.33
H (-2.61365, 0.18545, 0.29105)  0.26
H (-2.41570, 2.10341, -0.70983)  0.28
H (-1.70203, 3.16909, -2.00116)  0.34
H (-2.76322, -2.20098, 0.61853)  0.42
H (-1.03043, 3.29155, -0.39733)  0.25